[1]
{"formula": "C47H35ClF12GeN3O4Sc", "method": "wB97M-V/def2-TZVPD", "total_charge": -1, "lumo_ha": [0.082, 0.060], "total_energy_ha": -6773.8651, "spin_multiplicity": 2, "symbols": ["Sc", "C", "C", "C", "C", "C", "N", "C", "C", "C", "C", "C", "C", "C", "C", "O", "C", "F", "F", "F", "C", "F", "F", "F", "C", "C", "C", "O", "C", "F", "F", "F", "C", "F", "F", "F", "H", "H", "H", "H", "H", "H", "H", "H", "H", "H", "H", "H", "Cl", "C", "C", "C", "C", "O", "C", "C", "O", "C", "H", "H", "H", "H", "N", "C", "C", "N", "C", "H", "H", "H", "H", "C", "Ge", "C", "C", "C", "C", "C", "C", "C", "C", "C", "C", "C", "C", "C", "C", "C", "C", "H", "H", "H", "H", "H", "H", "H", "H", "H", "H", "H", "H", "H", "H", "H"], "xyz": [[-0.2865, -0.4255, 1.0019], [-3.2121, 4.7105, 5.3331], [-2.9414, 3.6806, 4.2733], [-3.7729, 3.5144, 3.1727], [-3.4993, 2.5689, 2.2110], [-2.3645, 1.7205, 2.2463], [-2.1158, 0.8105, 1.2459], [-2.7766, 0.9752, 0.0256], [-2.8461, 2.2318, -0.6021], [-3.5011, 2.4323, -1.7989], [-4.1209, 1.3757, -2.4574], [-4.8154, 1.5626, -3.7761], [-4.0062, 0.1169, -1.8866], [-3.3281, -0.1131, -0.6929], [-3.0231, -1.5278, -0.1871], [-1.6988, -1.6243, 0.1269], [-3.2243, -2.6182, -1.2856], [-2.8271, -3.8240, -0.8324], [-4.4807, -2.7987, -1.7506], [-2.4689, -2.3398, -2.3598], [-3.9642, -1.8966, 1.0007], [-5.2268, -2.1372, 0.5784], [-4.0651, -0.9514, 1.9294], [-3.5580, -3.0231, 1.6371], [-1.5817, 1.8152, 3.4370], [-1.8834, 2.7934, 4.3820], [-0.5219, 0.7581, 3.7607], [0.2687, 0.3994, 2.7155], [0.4641, 1.1863, 4.8817], [0.9857, 2.3986, 4.6364], [-0.0962, 1.2342, 6.1187], [1.4962, 0.3393, 4.9746], [-1.2722, -0.5267, 4.2614], [-0.5218, -1.3293, 5.0430], [-2.3971, -0.2798, 4.9427], [-1.6148, -1.2775, 3.1878], [-3.6091, 5.6323, 4.9022], [-2.3000, 4.9677, 5.8743], [-3.9396, 4.3592, 6.0715], [-4.6611, 4.1290, 3.0600], [-4.1959, 2.4657, 1.3924], [-2.3689, 3.0687, -0.1105], [-3.5255, 3.4285, -2.2298], [-5.0970, 2.6059, -3.9274], [-5.7225, 0.9589, -3.8404], [-4.1720, 1.2721, -4.6122], [-4.4527, -0.7158, -2.4119], [-1.2718, 2.8741, 5.2688], [6.0121, 3.5213, 0.9861], [4.7134, 2.3600, 0.8938], [4.9818, 1.0131, 1.1522], [3.9925, 0.0713, 1.0417], [2.6720, 0.4210, 0.6537], [1.7827, -0.4880, 0.4499], [2.4214, 1.8067, 0.4484], [1.1272, 2.2747, 0.0346], [0.1033, 1.6062, -0.0576], [3.4492, 2.7565, 0.5526], [5.9859, 0.7178, 1.4290], [4.2135, -0.9728, 1.2180], [1.0762, 3.3426, -0.2343], [3.2322, 3.7988, 0.3520], [0.3285, -4.7866, 2.0411], [1.6522, -4.5282, 1.7643], [1.7115, -3.1985, 1.4860], [0.4567, -2.6473, 1.5910], [-0.3506, -3.6274, 1.9202], [-0.0754, -5.6712, 2.2811], [2.4054, -5.2952, 1.7836], [2.5484, -2.5887, 1.1976], [-1.4160, -3.5399, 2.0454], [-0.9526, 0.1974, -3.6848], [0.3912, -0.5328, -2.4362], [0.7507, -2.4193, -2.8682], [1.3895, -2.7248, -4.0711], [1.7013, -4.0335, -4.4073], [1.3792, -5.0651, -3.5355], [0.7430, -4.7760, -2.3380], [0.4309, -3.4636, -2.0086], [2.0177, 0.5518, -2.6561], [1.8042, 1.8640, -3.0087], [2.8455, 2.8131, -3.0660], [4.1219, 2.4395, -2.7663], [4.4062, 1.0972, -2.4126], [5.7317, 0.7020, -2.1116], [6.0185, -0.5894, -1.7763], [4.9777, -1.5377, -1.7082], [3.6872, -1.1765, -1.9769], [3.3563, 0.1480, -2.3537], [-0.4483, 0.4070, -4.6327], [-1.4158, 1.1105, -3.3146], [-1.7376, -0.5386, -3.8459], [1.6665, -1.9292, -4.7572], [2.1988, -4.2468, -5.3460], [1.6251, -6.0891, -3.7904], [0.4817, -5.5748, -1.6537], [-0.0791, -3.2542, -1.0743], [0.7972, 2.2070, -3.2266], [2.6206, 3.8377, -3.3376], [4.9334, 3.1581, -2.7890], [6.5142, 1.4516, -2.1486], [7.0363, -0.8833, -1.5504], [5.1960, -2.5606, -1.4252], [2.9017, -1.9139, -1.8839]], "forces_ev_per_a": [[-0.04, 0.31, -0.08], [-0.02, 0.10, 0.09], [0.03, -0.08, -0.06], [0.01, 0.00, 0.01], [-0.01, 0.01, -0.02], [-0.02, -0.02, 0.10], [0.21, -0.07, 0.05], [0.00, 0.00, -0.09], [0.02, -0.02, 0.05], [-0.04, -0.02, -0.01], [0.04, -0.03, 0.09], [-0.06, 0.03, -0.11], [-0.03, 0.01, -0.04], [-0.02, 0.07, 0.07], [0.16, 0.25, -0.21], [0.08, -0.23, 0.38], [-0.05, -0.20, -0.19], [-0.01, 0.09, -0.01], [0.07, 0.04, 0.08], [0.03, -0.01, 0.06], [-0.18, -0.09, 0.24], [0.09, 0.01, -0.02], [0.05, 0.00, -0.05], [0.01, 0.08, -0.09], [-0.11, -0.02, -0.07], [-0.01, 0.06, 0.06], [0.00, -0.07, -0.03], [-0.08, -0.10, -0.30], [0.12, 0.06, 0.17], [-0.02, -0.02, -0.02], [0.02, -0.03, -0.10], [-0.05, 0.06, 0.00], [-0.02, -0.16, 0.12], [0.02, 0.03, -0.08], [0.05, 0.02, -0.01], [-0.10, 0.01, 0.11], [0.00, -0.01, -0.01], [0.00, -0.01, 0.00], [0.00, -0.01, -0.02], [0.00, 0.02, 0.02], [0.01, -0.02, -0.02], [0.01, -0.01, 0.03], [-0.01, 0.00, -0.02], [0.00, 0.00, 0.00], [0.01, -0.01, 0.01], [0.01, 0.00, 0.02], [-0.01, 0.02, -0.02], [-0.03, 0.01, 0.00], [0.07, 0.07, 0.00], [-0.12, 0.09, -0.01], [-0.02, -0.09, 0.04], [-0.04, 0.02, -0.02], [0.10, 0.16, -0.07], [-0.21, -0.02, 0.17], [0.02, -0.02, 0.01], [0.06, -0.07, 0.01], [-0.04, -0.13, 0.01], [0.06, -0.10, 0.06], [0.00, 0.00, -0.01], [-0.01, 0.00, 0.01], [-0.02, 0.04, -0.02], [0.01, 0.01, 0.00], [-0.05, 0.11, -0.02], [0.10, 0.01, -0.02], [0.06, -0.01, 0.06], [-0.12, 0.04, -0.07], [-0.04, 0.04, -0.06], [-0.03, -0.09, 0.02], [0.00, 0.01, 0.00], [-0.01, -0.03, 0.01], [0.01, -0.01, 0.01], [0.13, -0.06, -0.06], [-0.09, -0.04, 0.01], [0.04, 0.06, -0.19], [0.02, 0.04, -0.08], [0.00, -0.04, -0.02], [0.03, -0.02, -0.01], [-0.01, -0.05, 0.01], [-0.12, 0.02, 0.16], [-0.06, 0.06, -0.05], [-0.13, 0.08, 0.00], [0.09, -0.01, -0.01], [-0.05, 0.01, -0.02], [0.06, 0.11, -0.05], [0.08, -0.06, 0.01], [0.00, 0.03, -0.06], [-0.04, -0.03, -0.01], [0.05, -0.18, 0.05], [-0.01, -0.03, -0.01], [-0.04, 0.01, -0.01], [0.04, 0.02, 0.09], [0.03, -0.02, 0.03], [-0.01, 0.01, 0.03], [0.00, -0.01, 0.01], [-0.01, 0.00, 0.00], [0.00, 0.00, 0.00], [0.00, 0.02, -0.01], [0.01, -0.05, 0.00], [0.01, 0.00, 0.00], [0.01, -0.01, 0.01], [0.00, 0.00, 0.00], [0.00, 0.00, 0.00], [0.01, 0.01, 0.00], [0.04, 0.06, -0.01]]}


[2]
{"formula": "C47H35F4O9P2S", "method": "wB97M-V/def2-TZVPD", "total_charge": -1, "lumo_ha": -0.007, "total_energy_ha": -3969.7488, "spin_multiplicity": 1, "symbols": ["O", "C", "C", "P", "F", "P", "S", "O", "C", "C", "O", "C", "F", "F", "F", "H", "H", "H", "H", "H", "H", "H", "H", "H", "H", "H", "C", "C", "C", "C", "C", "C", "C", "O", "C", "C", "C", "C", "C", "C", "C", "O", "H", "H", "H", "H", "H", "H", "H", "H", "C", "C", "C", "C", "C", "C", "C", "O", "C", "C", "C", "C", "C", "C", "C", "O", "H", "H", "H", "H", "H", "H", "H", "H", "C", "C", "C", "C", "C", "C", "C", "O", "C", "C", "C", "C", "C", "C", "C", "O", "H", "H", "H", "H", "H", "H", "H", "H"], "xyz": [[4.7686, 2.5298, 2.9118], [4.2010, 3.7563, 3.3885], [2.6761, 3.6579, 3.3697], [1.5899, 5.1621, 3.7043], [2.0297, 5.0917, 5.2887], [-0.2644, 3.8440, 4.0757], [-0.8149, 3.3486, 5.9188], [0.5173, 6.4900, 4.0634], [1.2663, 7.6745, 4.1952], [2.3078, 7.5552, 3.0962], [2.8431, 6.2605, 3.3047], [4.8470, 4.0106, 4.7624], [6.1773, 3.7259, 4.7243], [4.3254, 3.1957, 5.7190], [4.7654, 5.2733, 5.2017], [4.3120, 1.8154, 3.3762], [4.5551, 4.5348, 2.7040], [2.3781, 2.8436, 4.0435], [2.4239, 3.3533, 2.3424], [1.1203, 5.1962, 2.3359], [-1.3202, 4.5022, 3.4195], [-0.1214, 2.6878, 3.2763], [1.7876, 7.7014, 5.1693], [0.6265, 8.5631, 4.1250], [3.1149, 8.2943, 3.1323], [1.7824, 7.5690, 2.1254], [1.0257, 5.2241, -0.8415], [1.0508, 5.5089, -2.2028], [0.3196, 4.7390, -3.0912], [-0.4366, 3.6713, -2.6221], [-0.4532, 3.3800, -1.2549], [0.2739, 4.1623, -0.3695], [-1.2264, 2.2230, -0.7185], [-1.2487, 1.9617, 0.4655], [-1.9689, 1.3763, -1.6990], [-2.6641, 0.2660, -1.2356], [-3.3670, -0.5293, -2.1244], [-3.3832, -0.2149, -3.4792], [-2.6911, 0.8893, -3.9458], [-1.9773, 1.6869, -3.0592], [-1.2213, 2.8599, -3.5901], [-1.2474, 3.1307, -4.7737], [1.5915, 5.8249, -0.1408], [1.6443, 6.3363, -2.5700], [0.3271, 4.9525, -4.1513], [0.2496, 3.9355, 0.6862], [-2.6443, 0.0399, -0.1782], [-3.9048, -1.3965, -1.7637], [-3.9371, -0.8358, -4.1721], [-2.6922, 1.1452, -4.9965], [4.7061, -6.8659, 4.3786], [5.2704, -6.6390, 3.1275], [5.8331, -5.4095, 2.8319], [5.8286, -4.3973, 3.7840], [5.2535, -4.6215, 5.0347], [4.6976, -5.8605, 5.3298], [5.2118, -3.5451, 6.0694], [4.7304, -3.7551, 7.1626], [5.7814, -2.2179, 5.7094], [5.7115, -1.1827, 6.6336], [6.2470, 0.0568, 6.3257], [6.8594, 0.2680, 5.0954], [6.9235, -0.7569, 4.1659], [6.3847, -2.0020, 4.4668], [6.4543, -3.0837, 3.4464], [7.0005, -2.9149, 2.3767], [4.2693, -7.8290, 4.6088], [5.2691, -7.4240, 2.3825], [6.2790, -5.2176, 1.8657], [4.2591, -6.0186, 6.3053], [5.2313, -1.3594, 7.5859], [6.1815, 0.8664, 7.0402], [7.2666, 1.2411, 4.8553], [7.3841, -0.6014, 3.2004], [-3.6394, -3.6927, -7.5699], [-4.2433, -3.5360, -8.8130], [-5.6028, -3.7534, -8.9584], [-6.3655, -4.1337, -7.8609], [-5.7575, -4.3009, -6.6153], [-4.3938, -4.0758, -6.4740], [-6.5445, -4.7307, -5.4239], [-6.0199, -4.8639, -4.3395], [-8.0004, -4.9933, -5.6135], [-8.7510, -5.4314, -4.5293], [-10.1061, -5.6708, -4.6795], [-10.7189, -5.4699, -5.9118], [-9.9754, -5.0354, -6.9958], [-8.6136, -4.7992, -6.8524], [-7.8304, -4.3474, -8.0387], [-8.3668, -4.1627, -9.1103], [-2.5781, -3.5152, -7.4571], [-3.6505, -3.2411, -9.6687], [-6.0873, -3.6294, -9.9169], [-3.9353, -4.2022, -5.5029], [-8.2614, -5.5780, -3.5766], [-10.6889, -6.0134, -3.8347], [-11.7793, -5.6531, -6.0250], [-10.4372, -4.8753, -7.9602]], "forces_ev_per_a": [[-0.14, -0.01, 0.08], [0.09, -0.14, -0.08], [0.09, -0.02, -0.22], [-0.11, 0.33, -0.36], [-0.07, 0.03, 0.12], [-0.05, 0.06, 0.98], [0.04, -0.09, -0.19], [0.28, -0.04, 0.09], [0.21, 0.11, 0.28], [-0.10, -0.43, 0.13], [-0.08, 0.08, -0.14], [-0.09, 0.16, 0.35], [-0.11, 0.02, -0.04], [0.18, 0.24, -0.35], [-0.10, -0.39, -0.16], [0.04, 0.04, -0.10], [-0.07, -0.08, 0.27], [0.04, 0.12, 0.02], [0.10, -0.05, 0.23], [-0.04, -0.13, -0.04], [0.09, -0.01, -0.29], [0.01, 0.12, -0.24], [-0.16, 0.02, -0.15], [-0.04, -0.22, -0.16], [-0.13, -0.06, -0.04], [0.20, 0.27, 0.01], [0.02, 0.03, -0.02], [0.01, 0.00, 0.04], [0.03, 0.04, 0.02], [-0.03, -0.03, 0.03], [-0.04, -0.08, -0.02], [0.05, 0.05, 0.02], [0.02, -0.06, 0.16], [0.03, 0.08, -0.19], [-0.01, 0.04, -0.05], [-0.06, -0.08, -0.02], [0.01, 0.02, 0.00], [0.00, 0.00, -0.02], [-0.05, -0.08, -0.02], [0.02, 0.00, 0.03], [-0.01, -0.01, -0.05], [0.01, 0.01, 0.00], [0.00, 0.00, 0.02], [0.00, 0.01, 0.00], [-0.04, -0.04, -0.01], [-0.02, -0.03, 0.07], [0.03, 0.05, 0.01], [-0.01, 0.00, 0.00], [-0.01, -0.01, 0.00], [0.03, 0.04, 0.00], [0.01, 0.02, 0.00], [0.00, 0.02, 0.01], [-0.02, -0.09, -0.02], [0.00, 0.02, 0.04], [0.00, 0.04, -0.03], [-0.02, -0.08, -0.03], [0.00, 0.01, 0.04], [0.01, -0.01, 0.00], [0.00, -0.03, -0.03], [0.03, 0.07, 0.02], [0.00, -0.01, 0.01], [-0.03, 0.05, -0.04], [0.02, 0.06, 0.04], [-0.03, -0.04, 0.00], [0.03, 0.02, -0.01], [0.00, 0.00, 0.00], [0.00, 0.00, 0.00], [0.00, -0.01, 0.00], [0.02, 0.05, 0.01], [0.00, 0.05, 0.02], [-0.01, -0.05, -0.01], [-0.02, 0.02, -0.01], [-0.04, 0.02, -0.01], [-0.02, -0.04, -0.02], [-0.02, 0.00, -0.01], [-0.01, 0.00, 0.01], [0.07, 0.03, -0.03], [-0.02, -0.01, 0.04], [-0.04, -0.03, -0.01], [0.10, 0.04, -0.03], [0.01, 0.01, 0.04], [0.00, -0.01, -0.01], [0.01, 0.01, -0.04], [-0.08, -0.02, 0.03], [0.01, 0.00, -0.02], [0.02, 0.00, 0.00], [-0.07, -0.02, 0.04], [0.05, -0.01, 0.01], [-0.02, 0.01, -0.03], [0.00, -0.01, 0.00], [0.01, 0.00, 0.00], [0.00, 0.01, 0.00], [-0.05, -0.01, 0.01], [-0.05, -0.03, 0.03], [0.05, 0.02, -0.01], [-0.01, 0.00, 0.00], [0.00, 0.00, 0.00], [0.04, 0.01, -0.03]]}